Density functional theory data (wB97M-V/def2-TZVPD) for 2 unconnected molecules or ions with the total composition C36H66FN2O10S.

Molar mass: 738.0 g mol⁻¹
HOMO-LUMO gap (spin up / spin down): 8.0 / 9.1 eV
HOMO level (spin up / spin down): -8.01 / -9.15 eV
LUMO energy (spin up / spin down): 0.0 / 0.0 eV
Spin multiplicity: 2

Element x y z (Å)
1 C 1.21690 -3.76274 7.12697
2 C 0.45668 -3.57363 5.80660
3 C -0.54410 -2.40261 5.83340
4 C -1.86382 -2.67340 5.08307
5 C -2.24440 -1.56921 4.09484
6 C -2.73923 -0.28730 4.76141
7 C -2.99635 0.83920 3.76103
8 C -4.19959 0.60542 2.84382
9 C -4.25589 1.60915 1.67460
10 C -4.69646 0.98324 0.33011
11 C -3.73776 1.21965 -0.85871
12 C -3.28422 -0.07366 -1.57306
13 C -1.78513 -0.37976 -1.51824
14 C -1.24203 -0.90609 -0.18821
15 C -2.12572 -1.94242 0.48866
16 C -2.55065 -3.15111 -0.33579
17 O -3.15254 -4.07263 0.55729
18 C -4.46398 -4.47765 0.20685
19 C -5.52085 -3.48999 0.67928
20 O -1.33544 0.22935 0.76222
21 S 0.00103 1.01022 0.92814
22 O 0.14046 1.96234 -0.13156
23 O 0.17044 1.41059 2.27632
24 O 0.95080 -0.21401 0.63257
25 C 0.34542 -1.21289 -0.21426
26 C 0.83602 -2.53158 0.41456
27 C 0.81120 -3.81688 -0.43293
28 C 2.22461 -4.22692 -0.88783
29 C 2.26615 -5.65420 -1.38479
30 O 2.50131 -6.57921 -0.67509
31 O 2.07245 -5.83141 -2.72391
32 C 0.75442 -5.54092 -3.22595
33 C 0.58128 -6.29987 -4.52765
34 C 0.93868 -1.04493 -1.62124
35 O 0.67693 -1.79646 -2.51065
36 N 1.85446 0.03265 -1.79266
37 C 2.73840 -0.10281 -2.86557
38 O 2.97681 0.67112 -3.71872
39 F 3.36812 -1.29658 -2.77716
40 H 2.20205 -4.20174 6.96528
41 H 0.65758 -4.41280 7.80315
42 H 1.35424 -2.80760 7.64054
43 H -0.08084 -4.49910 5.57869
44 H 1.17533 -3.43564 4.99397
45 H -0.75837 -2.17227 6.88068
46 H -0.06258 -1.51760 5.40652
47 H -1.75802 -3.60613 4.51862
48 H -2.68225 -2.83488 5.79100
49 H -2.97959 -1.95421 3.38098
50 H -1.34776 -1.31144 3.51273
51 H -3.63578 -0.48058 5.36266
52 H -1.96048 0.05101 5.45440
53 H -2.09946 0.96085 3.14564
54 H -3.15116 1.78370 4.29151
55 H -5.10132 0.72342 3.45562
56 H -4.21499 -0.42121 2.46737
57 H -4.94941 2.41171 1.93164
58 H -3.26565 2.05818 1.55885
59 H -5.68158 1.37479 0.06638
60 H -4.83372 -0.09233 0.48095
61 H -2.86221 1.76710 -0.50192
62 H -4.22124 1.87448 -1.58570
63 H -3.53746 0.00719 -2.63337
64 H -3.87077 -0.91339 -1.19600
65 H -1.22660 0.52520 -1.78385
66 H -1.55926 -1.12164 -2.28831
67 H -1.67337 -2.29372 1.41516
68 H -3.03434 -1.40839 0.78153
69 H -1.70873 -3.64780 -0.81767
70 H -3.25993 -2.87014 -1.12022
71 H -4.54643 -4.65036 -0.87360
72 H -4.62470 -5.44332 0.69035
73 H -5.37462 -3.26783 1.73772
74 H -5.52804 -2.56787 0.09302
75 H -6.50827 -3.94922 0.57718
76 H 1.87896 -2.32732 0.67333
77 H 0.31396 -2.65521 1.36200
78 H 0.18466 -3.69647 -1.30973
79 H 0.39911 -4.62596 0.17558
80 H 2.90330 -4.16295 -0.03670
81 H 2.56453 -3.55887 -1.68268
82 H 0.65852 -4.46359 -3.40126
83 H 0.01221 -5.85538 -2.48556
84 H 0.37315 -7.35314 -4.34775
85 H -0.23121 -5.85179 -5.10226
86 H 1.49576 -6.20641 -5.11457
87 H 1.39914 0.94480 -1.83075
88 C 4.39831 4.84380 -0.79977
89 C 3.14620 5.38819 -1.51465
90 C 2.69761 4.42761 -2.62509
91 C 3.60214 4.44260 -3.85826
92 C 3.79139 5.86795 -4.37520
93 C 4.28845 6.84133 -3.30510
94 N 3.39469 6.74136 -2.10999
95 O 2.31696 7.41816 -2.25521
96 C 5.75191 6.55015 -2.94856
97 C 4.23490 8.27257 -3.82583
98 C 2.04917 5.52856 -0.46778
99 H 5.01266 5.65467 -0.40954
100 H 4.09319 4.22830 0.04637
101 H 5.01896 4.21826 -1.43926
102 H 1.68137 4.69748 -2.93043
103 H 2.64494 3.41892 -2.20518
104 H 4.56802 3.98174 -3.63492
105 H 3.15224 3.83004 -4.64114
106 H 4.49930 5.87968 -5.20768
107 H 2.83812 6.23486 -4.76852
108 H 6.06935 7.15808 -2.10042
109 H 6.37850 6.80898 -3.80260
110 H 5.94906 5.50841 -2.71560
111 H 3.24370 8.53775 -4.18369
112 H 4.93916 8.37088 -4.65325
113 H 4.51736 8.98034 -3.04559
114 H 2.33414 6.25209 0.29787
115 H 1.89420 4.56290 0.00646
116 H 1.10727 5.84815 -0.90633

=====

Density functional theory data (wB97M-V/def2-TZVPD) for 2 unconnected molecules or ions with the total composition C2H7O at a distorted geometry.

Molar mass: 47.1 g mol⁻¹
HOMO-LUMO gap: 11.2 eV
Total charge: +1
HOMO level: -15.73 eV
LUMO energy: -4.6 eV

Element x y z (Å)
1 O 1.49952 0.44862 -0.62313
2 H 1.36353 1.40782 -0.46670
3 H 0.62879 -0.07197 -0.64836
4 H 2.35754 0.39772 -0.25528
5 C -1.20866 0.09367 -0.07132
6 C -0.69040 -0.81349 0.80743
7 H -1.30962 1.22428 0.08193
8 H -1.69958 -0.35555 -1.01704
9 H -0.30890 -0.37455 1.64288
10 H -0.63222 -1.95656 0.54959

=====

> Number 2 is which compound?

C2H7O

=====

> Look up the molar mass of the second one.

47.1 g mol⁻¹

=====

> What is the formula in the second record?

C2H7O

=====

> The lowest molar mass belongs to which entry?

C2H7O